Record 1
Formula: C25H14BrN4O10SW
Source: OMol25
Level of theory: wB97M-V/def2-TZVPD

Relative energy (zero: lowest compared OMol25 entry of this formula, charge and spin) (kJ/mol): 109.3
HOMO (alpha / beta) (eV): -4.25 / -4.25
Net charge: -1

Structure (XYZ):
```
56
Properties=species:S:1:pos:R:3:forces:R:3
W -1.0936 0.2357 1.5933 0.0 1.5 0.9
O -3.0152 0.5380 -2.0690 -0.2 -0.2 -0.5
C -2.4516 0.7707 -1.0252 0.2 0.2 0.5
O -2.5893 0.1456 0.1078 0.1 -0.3 -0.7
C -1.5602 1.9794 -0.8484 -0.1 0.0 -0.1
C -1.4051 3.0478 -1.7087 0.0 -0.1 0.0
C -0.7696 4.1869 -1.2264 0.0 0.2 -0.2
C -0.4017 4.2765 0.1108 0.0 -0.1 0.1
C -0.6003 3.1680 0.9104 0.0 0.0 0.2
N -1.0728 2.0408 0.3891 0.1 -0.7 0.3
C -0.6031 3.0748 2.4253 -0.3 -0.3 -0.2
O -0.2042 3.9765 3.1246 0.1 0.3 0.2
O -1.1955 1.9779 2.7895 0.5 0.3 0.2
H -1.8078 2.9786 -2.7093 0.0 0.0 0.0
H -0.6229 5.0363 -1.8814 0.0 0.0 0.0
H -0.0119 5.1823 0.5526 0.0 0.0 0.0
S -0.2056 -0.5449 3.8207 0.2 0.0 0.0
C 1.1955 0.2798 3.2913 0.1 -0.3 -0.1
C 2.4143 0.4843 3.9440 -0.1 0.0 -0.1
C 3.4315 1.0741 3.2381 0.1 0.0 0.0
C 3.2482 1.4480 1.9027 0.0 0.0 -0.1
C 2.0207 1.2403 1.3268 0.0 0.0 0.3
N 1.0170 0.7041 2.0327 -0.4 0.2 -0.3
H 2.5350 0.1403 4.9605 0.0 0.0 0.0
H 4.3953 1.2268 3.7073 0.0 0.0 0.0
H 4.0499 1.8763 1.3196 0.0 0.0 0.0
H 1.8139 1.4813 0.2936 0.0 0.1 0.0
Br 1.8817 -2.8355 1.5110 0.1 0.0 -0.2
C -1.0879 -2.7890 0.4580 -0.6 -0.6 1.4
C -1.3432 -4.1651 0.5605 0.3 0.4 -0.3
C -2.1465 -4.6178 1.5657 -0.3 0.0 0.3
C -2.7511 -3.6961 2.4291 0.1 -0.3 -0.1
C -2.4421 -2.3780 2.2672 0.1 0.1 -0.4
N -1.5718 -1.9248 1.3335 -0.1 -0.4 -0.1
C -3.1691 -1.2829 2.9964 0.4 0.8 0.2
O -4.0761 -1.5084 3.7569 -0.1 -0.2 0.0
O -2.7246 -0.0846 2.6893 -1.0 -0.6 0.1
H -0.8716 -4.8143 -0.1605 0.0 0.0 0.0
H -2.3392 -5.6770 1.6702 0.0 0.0 0.0
H -3.4609 -3.9712 3.1945 0.0 0.0 0.0
O -0.4544 -2.4275 -0.6675 0.5 1.2 -1.4
C 0.0395 -1.1927 -0.9048 -1.0 0.5 4.2
O -0.0103 -0.2896 -0.0122 0.4 -1.9 -2.9
C 0.6417 -0.9943 -2.1619 1.3 0.3 -2.4
C 1.1364 0.2869 -2.5110 -0.5 -0.7 0.7
C 1.7085 0.5121 -3.7335 0.3 -0.2 -0.7
C 1.8061 -0.5420 -4.6469 -0.6 -0.3 1.3
C 1.3321 -1.8183 -4.3314 0.4 0.5 -0.6
C 0.7590 -2.0431 -3.1072 -0.3 0.4 1.0
N 2.4008 -0.3043 -5.9345 0.6 0.3 -1.3
O 2.4777 -1.2386 -6.7217 -0.1 0.3 0.4
O 2.8012 0.8255 -6.1899 -0.2 -0.4 0.3
H 1.0410 1.0964 -1.8007 0.0 0.0 0.0
H 2.0841 1.4852 -4.0116 0.0 0.0 0.0
H 1.4298 -2.6092 -5.0594 0.0 0.0 0.0
H 0.3983 -3.0279 -2.8499 0.0 0.0 0.0
```
Forces are in eV/Å.

Record 2
Formula: C20H24Br8F6N2
Source: OMol25
Level of theory: wB97M-V/def2-TZVPD

SMILES: C[C@@H](F)c1nc2ccccc2nc1C(F)(F)C(F)(F)F.BrCCBr.BrCCBr.BrCCBr.BrCCBr
Relative energy (zero: lowest compared OMol25 entry of this formula, charge and spin) (kJ/mol): 0.0
HOMO (eV): -9.60

Structure (XYZ):
```
60
Properties=species:S:1:pos:R:3:forces:R:3
C -0.0677 2.9152 3.5614 -0.6 -0.1 -0.3
C -1.0152 2.0049 2.7802 -0.2 0.6 0.3
F -0.3372 1.3098 1.7734 0.2 -0.1 0.1
C -1.8608 1.0516 3.6076 0.5 0.4 -0.8
N -3.1432 1.1265 3.3416 0.5 -0.7 0.8
C -3.9194 0.2981 4.0926 -1.0 0.2 -0.3
C -5.3257 0.3118 3.9020 -0.3 0.1 -0.1
C -6.1651 -0.4703 4.6471 0.4 0.0 0.0
C -5.6359 -1.3255 5.6535 0.2 0.4 -0.5
C -4.2813 -1.3668 5.8274 -0.1 -0.2 0.4
C -3.3985 -0.5652 5.0609 -0.1 -0.4 0.3
N -2.0629 -0.6565 5.2885 -0.2 0.6 -0.4
C -1.3181 0.1407 4.5730 0.1 0.0 0.1
C 0.1786 0.0048 4.9156 -0.5 -0.6 0.3
F 0.9783 0.1497 3.8488 0.1 0.4 0.0
F 0.3571 -1.2588 5.3524 0.2 -0.1 -0.1
C 0.6223 0.9312 6.1235 0.1 -1.0 0.4
F -0.4355 1.5973 6.5955 0.1 0.6 -0.2
F 1.0496 0.1686 7.1342 0.1 -0.1 0.0
F 1.6205 1.7444 5.8181 -0.2 0.4 -0.3
H -0.1228 3.8999 3.1135 0.0 0.1 0.0
H -0.3418 3.0399 4.6079 0.0 -0.2 0.0
H 0.9537 2.5920 3.4462 0.0 -0.3 0.3
H -1.7010 2.6608 2.2466 -0.3 -0.3 0.0
H -5.7352 0.9629 3.1396 0.1 0.0 0.0
H -7.2265 -0.4188 4.4429 0.0 -0.1 0.2
H -6.2922 -1.9332 6.2603 0.0 0.0 0.0
H -3.8453 -2.0003 6.5899 0.1 0.0 -0.1
Br 0.7662 4.2978 -0.9153 0.0 0.1 0.0
C 2.6423 4.0815 -0.4386 -0.1 -0.1 -0.2
C 2.7958 3.2966 0.8341 0.2 0.1 0.2
Br 2.3778 4.3767 2.3983 0.8 0.5 -0.3
H 3.0697 5.0769 -0.3757 0.0 0.0 0.1
H 3.0907 3.5434 -1.2711 0.0 -0.1 0.0
H 3.8278 2.9834 0.9702 0.0 0.0 -0.1
H 2.1498 2.4264 0.8767 0.0 0.0 0.0
Br 0.5309 0.7193 -3.4812 0.0 -0.1 0.0
C 0.6540 -0.4224 -1.9102 -0.2 0.1 -0.1
C 1.3115 0.2912 -0.7624 0.2 -0.2 0.1
Br 3.2447 0.4004 -1.0114 0.0 0.0 -0.1
H 1.1877 -1.3183 -2.2140 0.0 0.0 0.0
H -0.3730 -0.6796 -1.6592 0.0 0.0 0.1
H 1.1716 -0.2621 0.1639 0.0 0.0 0.0
H 0.9481 1.3060 -0.6331 -0.1 0.0 -0.1
Br 2.8517 -3.2808 -3.7826 0.0 0.1 0.0
C 2.4725 -2.6386 -5.5854 0.2 -0.3 0.2
C 3.6382 -1.8709 -6.1498 0.0 0.2 -0.1
Br 3.7326 -0.0891 -5.3819 0.1 0.0 0.0
H 1.5641 -2.0514 -5.5232 0.0 0.1 0.0
H 2.2851 -3.5341 -6.1741 0.1 0.0 0.0
H 3.5124 -1.7198 -7.2181 0.0 -0.1 0.0
H 4.5934 -2.3516 -5.9646 0.0 -0.1 0.1
Br 0.8680 -1.6174 -8.2901 -0.1 0.1 -0.3
C 0.1520 -3.0894 -9.3407 -0.1 0.1 0.2
C 0.6689 -4.4151 -8.8501 0.1 -0.2 -0.2
Br 2.5079 -4.7186 -9.4078 0.0 0.0 0.1
H 0.4082 -2.8896 -10.3759 0.0 -0.1 0.0
H -0.9276 -3.0343 -9.2183 0.0 0.0 0.0
H 0.0970 -5.2322 -9.2845 0.0 0.0 0.0
H 0.6511 -4.4988 -7.7682 -0.1 0.0 0.0
```
Forces are in eV/Å.

Record 3
Formula: C3H7Cl3OSi
Source: OMol25
Level of theory: wB97M-V/def2-TZVPD

Multiplicity: 3
HOMO (alpha / beta) (eV): -8.58 / -10.98
⟨S²⟩: 2.0072

Structure (XYZ):
```
15
Properties=species:S:1:pos:R:3:forces:R:3
C 0.0614 1.1891 1.0453 0.2 -0.1 0.1
C -2.3153 -1.0880 -1.5359 0.5 -0.3 0.7
C 3.7540 1.4540 0.0386 0.7 0.2 1.8
O -0.7507 0.5637 0.0771 -0.2 0.1 -0.2
Si -1.1049 -1.0040 -0.0893 -0.8 0.5 -1.2
Cl -1.8929 -1.7132 1.6395 -0.2 -0.2 0.4
Cl 4.5773 0.0438 -0.1252 0.1 -0.9 -0.9
Cl 0.5844 -2.0725 -0.4572 0.3 -0.2 -0.1
H -0.1464 0.7878 2.0397 0.0 0.1 0.0
H -0.1632 2.2529 1.0252 0.0 0.0 0.1
H 1.1172 1.0346 0.8018 -0.1 0.1 0.1
H -2.5621 -2.1196 -1.7726 0.0 -0.1 0.0
H -3.2413 -0.5698 -1.3063 -0.1 0.1 0.2
H -1.8900 -0.6343 -2.4250 0.2 0.1 -0.1
H 3.9728 1.8756 1.0442 -0.9 0.7 -0.9
```
Forces are in eV/Å.

Record 4
Formula: C4H9NO2
Source: OMol25
Level of theory: wB97M-V/def2-TZVPD

SMILES: C[C@@H](O)CC(N)=O
Relative energy (zero: lowest compared OMol25 entry of this formula, charge and spin) (kJ/mol): 32.2
HOMO (eV): -9.58

Structure (XYZ):
```
16
Properties=species:S:1:pos:R:3:forces:R:3
C 0.4592 -0.0542 -2.0585 0.0 0.0 0.0
C -0.0554 -0.3295 -0.6516 -0.1 0.2 -0.1
O 0.7051 -1.3790 -0.0450 0.0 -0.3 -0.1
C 0.0794 0.9005 0.2416 0.0 0.1 -0.1
C -0.6286 0.8372 1.5921 0.0 0.1 0.0
O -1.2402 1.7932 2.0396 0.2 -0.3 -0.1
N -0.5014 -0.3404 2.2570 0.0 0.0 0.0
H 1.5122 0.2450 -2.0193 -0.1 0.0 0.0
H -0.1157 0.7441 -2.5397 0.1 -0.1 0.1
H 0.3793 -0.9497 -2.6870 0.0 0.1 0.1
H -1.1160 -0.6249 -0.6979 0.2 0.0 0.0
H 0.6110 -2.1690 -0.5921 0.1 0.1 0.1
H 1.1488 1.0783 0.4164 -0.1 0.0 0.0
H -0.3243 1.7778 -0.2702 0.1 -0.1 0.1
H -0.9259 -0.4213 3.1675 0.0 0.0 -0.1
H 0.0124 -1.1081 1.8471 -0.1 0.1 0.1
```
Forces are in eV/Å.

Q: Which molar mass values were calculated for the entries above? A: 826.2 1045.6 193.5 103.1, in g mol⁻¹.